A:
{
  "formula": "C42H39AsN3O3PS4SbTi",
  "method": "the ωB97M-V functional and the def2-TZVPD basis",
  "total_charge": -2,
  "gap_ev": [6.12, 6.44],
  "e_lumo_ev": [4.085, 3.781],
  "spin_multiplicity": 2,
  "s2": 0.755,
  "symbols": ["Ti", "C", "C", "C", "C", "C", "C", "P", "C", "C", "C", "C", "C", "C", "C", "C", "C", "C", "C", "C", "H", "H", "H", "H", "H", "H", "H", "H", "H", "H", "H", "H", "H", "H", "S", "Sb", "S", "S", "S", "N", "C", "C", "C", "O", "O", "H", "H", "H", "H", "H", "H", "N", "C", "C", "C", "N", "H", "H", "H", "H", "O", "As", "C", "C", "C", "C", "C", "C", "C", "C", "C", "C", "C", "C", "C", "C", "C", "C", "C", "C", "H", "H", "H", "H", "H", "H", "H", "H", "H", "H", "H", "H", "H", "H", "H"],
  "positions_angstrom": [[-0.67714, 0.90605, -0.00646], [-2.23126, 4.45784, 3.97525], [-0.88034, 4.78361, 4.04722], [0.07790, 3.81243, 3.81616], [-0.28946, 2.49316, 3.54404], [-1.64045, 2.17959, 3.46559], [-2.60671, 3.15898, 3.67288], [1.08520, 1.30034, 3.27397], [1.57636, 1.04955, 5.04632], [2.83366, 0.48619, 5.27701], [3.28207, 0.25714, 6.57089], [2.49141, 0.60271, 7.65884], [1.24596, 1.17588, 7.44159], [0.79233, 1.39422, 6.14698], [0.13795, -0.24704, 2.94149], [0.09558, -1.26641, 3.89474], [-0.59905, -2.44481, 3.66057], [-1.28649, -2.59780, 2.46996], [-1.25276, -1.58137, 1.52310], [-0.53008, -0.39301, 1.70538], [-2.98465, 5.22151, 4.13035], [-0.57617, 5.80301, 4.25341], [1.12982, 4.07690, 3.82119], [-1.94791, 1.17301, 3.21000], [-3.65470, 2.89956, 3.58170], [3.44830, 0.21012, 4.42632], [4.25776, -0.18846, 6.72741], [2.84459, 0.43040, 8.66926], [0.62010, 1.45138, 8.28298], [-0.18476, 1.83510, 5.99333], [0.60966, -1.14741, 4.83904], [-0.60736, -3.22671, 4.41239], [-1.84344, -3.50646, 2.26641], [-1.79365, -1.72774, 0.59654], [1.94242, 3.55006, -3.00981], [2.19003, 2.64511, -0.92371], [1.57912, 0.33208, -0.88043], [0.32203, 3.16933, 0.42426], [4.21535, 2.89654, 0.10452], [-1.30719, 2.45839, -2.19959], [-2.70688, 2.84265, -2.35258], [-3.31968, 3.22090, -1.00231], [-3.46986, 2.01056, -0.09727], [-4.54107, 1.44679, 0.03846], [-2.36822, 1.64190, 0.49941], [-0.75972, 3.24112, -1.85083], [-0.89084, 2.22161, -3.09409], [-3.26081, 2.00272, -2.77880], [-2.83189, 3.69195, -3.03845], [-4.31091, 3.64624, -1.16108], [-2.67750, 3.95695, -0.51220], [4.25667, -0.23909, 1.19696], [4.23533, -1.08350, 0.15554], [4.00566, -2.34390, 0.66470], [3.88449, -2.13386, 2.05057], [4.03172, -0.85387, 2.36396], [4.28697, 0.78215, 1.12029], [4.34013, -0.71744, -0.85153], [3.90670, -3.26472, 0.11583], [3.68351, -2.85322, 2.83006], [-1.25759, -0.29971, -1.16152], [-0.32987, -0.79498, -2.79800], [1.07210, -0.98553, -4.24906], [1.66604, 0.20148, -4.66577], [2.71857, 0.18509, -5.56950], [3.19561, -1.02457, -6.05777], [2.62168, -2.21412, -5.63023], [1.56764, -2.19682, -4.72296], [-1.94363, -0.74023, -3.89816], [-3.19265, -0.70776, -3.27596], [-4.35038, -0.62212, -4.03569], [-4.27656, -0.55649, -5.42137], [-3.03721, -0.57884, -6.04496], [-1.87607, -0.67228, -5.28741], [-0.30532, -2.64866, -2.19832], [0.41561, -2.99021, -1.05819], [0.44269, -4.30657, -0.61830], [-0.24961, -5.29037, -1.31083], [-0.97401, -4.95391, -2.44627], [-1.00119, -3.63695, -2.88775], [1.35926, 1.15056, -4.23410], [3.18641, 1.11896, -5.85643], [4.02931, -1.04180, -6.75031], [3.00412, -3.16244, -5.99163], [1.14302, -3.13447, -4.38561], [-3.24802, -0.72875, -2.19511], [-5.31127, -0.58937, -3.53660], [-5.18186, -0.47884, -6.01196], [-2.96940, -0.52020, -7.12497], [-0.91189, -0.68736, -5.78190], [0.94851, -2.22952, -0.49940], [0.99812, -4.55282, 0.27833], [-0.23263, -6.31612, -0.96127], [-1.52400, -5.71520, -2.98732], [-1.57343, -3.37800, -3.77141]],
  "lowdin_charge": [0.5266, -0.1098, -0.1020, -0.1437, -0.4479, -0.0962, -0.0851, 1.0962, -0.3763, -0.1079, -0.1012, -0.1210, -0.1058, -0.0899, -0.3887, -0.1012, -0.1100, -0.1081, -0.1336, -0.2339, 0.0874, 0.0920, 0.1070, 0.0999, 0.1011, 0.0662, 0.0932, 0.0863, 0.0904, 0.1000, 0.0862, 0.0876, 0.0919, 0.0822, -0.2251, -0.0746, 0.1114, 0.0568, -0.2083, -0.0337, -0.2435, -0.1050, -0.6041, 0.0469, -0.2040, -0.0304, 0.0459, 0.1012, 0.1068, 0.1104, 0.1092, -0.0386, -0.1958, -0.1083, -0.1974, 0.0189, -0.0109, 0.0940, 0.0760, 0.0850, -0.6496, 1.2416, -0.3329, -0.1371, -0.0853, -0.1123, -0.1085, -0.1023, -0.3162, -0.1019, -0.0889, -0.1095, -0.1018, -0.0981, -0.3137, -0.0974, -0.0803, -0.1067, -0.1029, -0.1113, 0.0189, 0.1006, 0.0891, 0.0897, 0.0872, 0.0998, 0.1016, 0.0902, 0.0928, 0.0919, 0.0553, 0.1025, 0.0904, 0.0914, 0.0991]
}

B:
{
  "formula": "C42H39AsN3O3PS4SbTi",
  "method": "the ωB97M-V functional and the def2-TZVPD basis",
  "total_charge": -2,
  "gap_ev": [5.57, 5.58],
  "e_lumo_ev": [3.890, 3.889],
  "spin_multiplicity": 2,
  "s2": 0.754,
  "symbols": ["Ti", "C", "C", "C", "C", "C", "C", "P", "C", "C", "C", "C", "C", "C", "C", "C", "C", "C", "C", "C", "H", "H", "H", "H", "H", "H", "H", "H", "H", "H", "H", "H", "H", "H", "S", "Sb", "S", "S", "S", "N", "C", "C", "C", "O", "O", "H", "H", "H", "H", "H", "H", "N", "C", "C", "C", "N", "H", "H", "H", "H", "O", "As", "C", "C", "C", "C", "C", "C", "C", "C", "C", "C", "C", "C", "C", "C", "C", "C", "C", "C", "H", "H", "H", "H", "H", "H", "H", "H", "H", "H", "H", "H", "H", "H", "H"],
  "positions_angstrom": [[0.07724, -0.59927, 0.14862], [-5.03995, 4.80136, -3.30104], [-3.92174, 5.43000, -2.77813], [-2.97053, 4.69818, -2.07150], [-3.12485, 3.33110, -1.87555], [-4.26855, 2.71527, -2.39029], [-5.21232, 3.43487, -3.10456], [-1.96790, 2.25581, -0.91962], [-0.72187, 3.48075, -0.38677], [0.27390, 3.97816, -1.22316], [1.17936, 4.91823, -0.75930], [1.10856, 5.36232, 0.55577], [0.12887, 4.86513, 1.40157], [-0.78361, 3.93011, 0.92861], [-1.12060, 1.32886, -2.25077], [-1.19725, 1.70582, -3.59080], [-0.55334, 0.96467, -4.57447], [0.15857, -0.16889, -4.19643], [0.21952, -0.53348, -2.85405], [-0.40620, 0.19390, -1.82073], [-5.77672, 5.36978, -3.85605], [-3.77762, 6.49422, -2.92201], [-2.09940, 5.20222, -1.66987], [-4.41314, 1.65112, -2.23422], [-6.08423, 2.93052, -3.50318], [0.35015, 3.61067, -2.23968], [1.96067, 5.28341, -1.41528], [1.83304, 6.07754, 0.92634], [0.08876, 5.17790, 2.43693], [-1.52410, 3.51265, 1.60039], [-1.76362, 2.58583, -3.88204], [-0.62073, 1.26115, -5.61456], [0.64926, -0.78263, -4.94484], [0.76399, -1.44051, -2.59642], [2.45721, 1.41234, 5.87712], [0.53452, 0.22086, 5.66544], [0.01696, 0.95238, 1.97196], [0.12208, -1.03222, 2.72099], [0.82432, -1.89603, 6.54114], [-2.19065, -0.86119, 0.60292], [-2.69621, -2.23858, 0.53322], [-2.45516, -2.84243, -0.84577], [-1.01178, -3.27306, -1.07623], [-0.75125, -4.24446, -1.77837], [-0.13778, -2.55661, -0.45994], [-2.20693, -0.50702, 1.55539], [-2.75500, -0.23343, 0.04120], [-3.76686, -2.27746, 0.76835], [-2.16506, -2.81290, 1.29562], [-2.69867, -2.09714, -1.61326], [-3.09487, -3.71035, -1.01330], [2.73582, 1.40346, -1.78484], [4.07764, 1.51015, -1.70220], [4.35030, 1.99233, -0.44115], [3.08257, 2.12611, 0.16762], [2.11805, 1.76607, -0.65784], [2.17033, 1.02767, -2.53153], [4.71795, 1.23034, -2.52180], [5.31756, 2.19084, -0.01264], [2.82919, 2.43597, 1.16970], [1.94228, -0.97887, 0.28853], [2.22017, -2.27130, 1.39433], [1.21531, -3.82730, 1.97747], [0.66300, -3.89471, 3.25624], [-0.09346, -5.00250, 3.61474], [-0.32455, -6.01784, 2.69789], [0.21221, -5.93785, 1.42073], [0.98664, -4.84470, 1.05809], [3.46560, -1.65886, 2.70844], [4.33840, -0.66753, 2.26959], [5.24691, -0.11609, 3.15990], [5.26771, -0.53750, 4.48195], [4.39414, -1.52225, 4.91375], [3.49189, -2.09201, 4.02699], [3.47535, -3.21354, 0.20322], [3.64157, -2.84200, -1.12311], [4.54573, -3.52672, -1.92956], [5.28686, -4.57932, -1.41536], [5.12772, -4.95056, -0.08508], [4.22451, -4.26815, 0.71603], [0.80706, -3.11574, 3.99692], [-0.50903, -5.04518, 4.61347], [-0.93607, -6.86899, 2.97540], [0.01587, -6.71181, 0.68942], [1.36483, -4.77462, 0.04741], [4.29067, -0.31413, 1.24567], [5.90953, 0.67500, 2.82962], [5.93297, -0.06253, 5.19158], [4.35432, -1.80685, 5.95624], [2.79729, -2.82870, 4.40124], [3.05639, -2.02112, -1.51608], [4.66588, -3.23650, -2.96692], [5.98810, -5.11273, -2.04637], [5.70429, -5.77098, 0.32551], [4.10384, -4.56376, 1.75370]],
  "lowdin_charge": [0.4988, -0.1184, -0.0999, -0.0848, -0.3768, -0.1194, -0.1047, 1.0936, -0.4097, -0.1196, -0.1038, -0.1010, -0.0834, -0.1532, -0.4125, -0.1210, -0.1175, -0.1155, -0.1538, -0.2359, 0.0886, 0.0934, 0.0956, 0.1001, 0.0928, 0.1003, 0.0969, 0.0936, 0.1025, 0.0829, 0.0930, 0.0850, 0.0906, 0.0863, -0.4117, 0.1595, 0.0302, 0.0382, -0.4245, -0.0909, -0.2370, -0.0991, -0.6452, 0.0136, -0.1967, 0.0185, 0.0410, 0.1059, 0.1108, 0.1184, 0.1087, 0.0012, -0.1230, -0.0898, -0.1697, 0.0369, 0.1251, 0.0991, 0.0815, 0.1061, -0.6014, 1.1599, -0.3214, -0.1681, -0.0746, -0.0988, -0.0811, -0.1045, -0.3036, -0.0883, -0.0888, -0.1176, -0.1107, -0.1145, -0.2748, -0.0727, -0.0917, -0.1131, -0.0986, -0.1000, -0.0139, 0.1035, 0.0915, 0.1004, 0.1041, 0.0869, 0.0940, 0.0959, 0.0991, 0.0600, 0.0886, 0.0937, 0.0888, 0.0926, 0.1087]
}

Quick one: most stable of them? A

A:
{
  "formula": "H12NO4",
  "method": "the ωB97M-V functional and the def2-TZVPD basis",
  "total_charge": 1,
  "gap_ev": 12.26,
  "e_lumo_ev": -3.203,
  "symbols": ["N", "H", "H", "H", "H", "H", "H", "O", "H", "H", "O", "H", "H", "O", "H", "H", "O"],
  "positions_angstrom": [[-0.14239, 0.60115, 1.08745], [-0.45486, -0.37825, 1.06652], [-0.74489, 1.31238, 1.49655], [0.82569, 0.61907, 1.39761], [-0.15281, 0.83345, 0.05015], [0.51917, -2.55634, -2.16432], [1.73776, -2.31306, -1.29928], [0.78935, -2.15673, -1.31513], [0.91601, -2.01180, 1.65209], [0.27708, -3.01382, 0.77230], [0.04284, -2.31466, 1.38210], [-0.39926, 3.57952, -0.10688], [-1.35368, 3.79920, 1.01028], [-0.95236, 3.07907, 0.50570], [0.16503, -0.28045, -1.57791], [-0.75991, 0.63370, -2.40242], [-0.31276, 0.56756, -1.55481]],
  "lowdin_charge": [0.2644, 0.1008, 0.1146, 0.1449, 0.0701, 0.0883, 0.0687, -0.0484, 0.0475, 0.0371, -0.0463, 0.0680, 0.0706, -0.0463, 0.0258, 0.0844, -0.0443]
}

B:
{
  "formula": "H12NO4",
  "method": "the ωB97M-V functional and the def2-TZVPD basis",
  "total_charge": 1,
  "gap_ev": 11.09,
  "e_lumo_ev": -3.099,
  "symbols": ["N", "H", "H", "H", "H", "H", "H", "O", "H", "H", "O", "H", "H", "O", "H", "H", "O"],
  "positions_angstrom": [[-0.45590, -0.99342, 0.50483], [-1.11794, -0.29530, 0.17471], [-0.91742, -1.87487, 0.75907], [-0.09611, -0.57792, 1.40302], [0.36683, -0.92840, -0.09033], [-0.79085, -4.57480, 1.45132], [-0.43447, -4.24434, -0.00462], [-0.63373, -3.84161, 0.84683], [-0.10854, 2.75149, -0.89318], [-0.96954, 1.63440, -1.29964], [-0.38154, 1.88370, -0.56044], [0.80147, 0.05897, 3.40290], [-0.13821, 1.22795, 3.01138], [-0.00657, 0.27712, 2.92353], [2.08639, 2.60611, -3.67424], [1.54092, 3.77815, -4.30607], [1.25522, 3.11279, -3.64906]],
  "lowdin_charge": [0.2844, 0.1185, 0.1053, 0.0882, 0.1490, 0.0667, 0.0614, -0.0471, 0.0516, 0.0555, -0.0711, 0.0781, 0.0795, -0.0319, 0.0410, 0.0515, -0.0806]
}

Quick one: most stable of them? A

A:
{
  "formula": "C4H10NO",
  "method": "the ωB97M-V functional and the def2-TZVPD basis",
  "total_charge": -1,
  "gap_ev": 7.27,
  "e_lumo_ev": 4.461,
  "symbols": ["C", "O", "C", "H", "H", "H", "H", "H", "C", "C", "N", "H", "H", "H", "H", "H"],
  "positions_angstrom": [[0.20497, -1.03151, 1.54036], [-0.12594, -0.29553, 0.45167], [-0.88403, -2.03968, 1.91758], [0.41631, -0.43958, 2.47547], [1.16896, -1.57516, 1.38453], [-0.56500, -2.77579, 2.66972], [-1.19648, -2.56833, 1.01292], [-1.76167, -1.51534, 2.30765], [-0.06826, 2.40383, -1.44198], [0.89284, 0.45009, -2.15357], [0.68963, 1.66973, -2.46535], [0.48902, 3.30180, -1.16034], [-0.27010, 1.79340, -0.55522], [-1.00239, 2.74326, -1.90459], [1.50246, -0.10839, -2.86952], [0.50969, -0.01279, -1.20933]],
  "lowdin_charge": [-0.5773, -0.3666, -0.1613, 0.0713, 0.0710, 0.0420, 0.0496, 0.0468, -0.1834, -0.0969, -0.1197, 0.0537, 0.0435, 0.0567, 0.0412, 0.0294]
}

B:
{
  "formula": "C4H10NO",
  "method": "the ωB97M-V functional and the def2-TZVPD basis",
  "total_charge": -1,
  "gap_ev": 7.33,
  "e_lumo_ev": 4.531,
  "symbols": ["C", "C", "N", "H", "H", "H", "H", "H", "C", "O", "C", "H", "H", "H", "H", "H"],
  "positions_angstrom": [[1.67589, 1.18971, 1.01232], [2.38141, -0.76415, -0.01485], [2.75757, 0.09276, 0.89818], [1.37884, 1.09013, 2.05437], [0.78490, 0.93350, 0.36637], [2.06014, 2.19641, 0.80741], [3.08880, -1.56747, -0.05363], [1.47457, -0.75774, -0.67011], [-1.39514, -0.74050, -0.34355], [-0.24104, -0.08714, -0.72843], [-2.57765, 0.11617, -0.72380], [-1.36062, -1.00307, 0.71010], [-1.47055, -1.71719, -0.84229], [-3.50718, -0.44563, -0.64066], [-2.45403, 0.45883, -1.72184], [-2.59593, 1.00537, -0.10958]],
  "lowdin_charge": [-0.1727, -0.1100, -0.0976, 0.0396, 0.0321, 0.0426, 0.0187, 0.0440, -0.5236, -0.4041, -0.1485, 0.0724, 0.0696, 0.0450, 0.0408, 0.0515]
}

C:
{
  "formula": "C4H10NO",
  "method": "the ωB97M-V functional and the def2-TZVPD basis",
  "total_charge": -1,
  "gap_ev": 6.51,
  "e_lumo_ev": 4.397,
  "smiles": "C[C@H](N)CC[O-]",
  "symbols": ["C", "C", "C", "C", "O", "N", "H", "H", "H", "H", "H", "H", "H", "H", "H", "H"],
  "positions_angstrom": [[1.33468, -0.05450, 0.66206], [0.21901, -0.74954, -0.22225], [-0.85341, 0.30873, -0.60585], [-1.49190, 0.92382, 0.63065], [-0.70446, 1.58667, 1.60451], [0.76022, -1.53273, -1.33020], [0.80237, 0.19336, 1.59586], [2.00209, -0.79874, 0.91748], [1.81120, 0.90456, 0.30519], [-0.30653, -1.47778, 0.51931], [-0.29513, 1.23953, -1.04521], [-1.62681, -0.05067, -1.27271], [-1.98633, 1.73880, 0.09189], [-2.24082, 0.20580, 1.13596], [0.84671, -0.79383, -2.01726], [1.72912, -1.64350, -0.96944]],
  "lowdin_charge": [-0.1052, -0.4790, -0.2289, -0.5116, -0.4245, -0.0095, 0.0500, 0.0113, 0.0888, 0.1445, 0.1312, 0.0852, 0.0573, 0.0934, 0.0439, 0.0529]
}

D:
{
  "formula": "C4H10NO",
  "method": "the ωB97M-V functional and the def2-TZVPD basis",
  "total_charge": -1,
  "gap_ev": 6.10,
  "e_lumo_ev": 3.990,
  "smiles": "CN(C)CC[O-]",
  "symbols": ["C", "N", "C", "C", "C", "O", "H", "H", "H", "H", "H", "H", "H", "H", "H", "H"],
  "positions_angstrom": [[0.68206, -0.44522, -1.32850], [0.14600, -0.86659, -0.02464], [-1.21500, -1.48489, -0.05338], [0.06321, 0.27476, 0.96030], [0.56021, 1.84675, 0.62178], [1.63849, 2.26073, 1.26143], [0.52693, -1.20840, -2.10177], [1.75211, -0.47272, -1.10501], [0.29394, 0.49900, -1.69491], [-1.46976, -1.63189, 0.97845], [-1.00880, -2.47761, -0.49991], [-1.99916, -0.97593, -0.63466], [-0.92839, 0.50250, 1.40059], [0.63927, -0.06731, 1.81046], [-0.38965, 2.37790, 0.88808], [0.70852, 1.86894, -0.47831]],
  "lowdin_charge": [-0.1360, -0.2727, -0.1447, -0.1812, -0.5390, -0.3671, 0.0631, 0.0873, 0.0543, 0.0539, 0.0648, 0.0708, 0.0709, 0.0750, 0.0567, 0.0439]
}

Quick one: most stable of them? A